a.
Formula: C3H7NO2
Source: OMol25
Level of theory: the ωB97M-V functional and the def2-TZVPD basis

⟨S²⟩ = 0.769
net charge = +1
spin multiplicity = 2
E_LUMO (spin up / spin down) = -4.331 / -9.481 eV
HOMO-LUMO gap (spin up / spin down) = 0.44638 / 0.25167 Eh

Last column: Löwdin charge in e.
Positions of all 13 atoms, in Å:
O  -2.15540  -0.33321  -0.05187  0.282
C  -1.03393  -0.09264  0.26230  -0.369
N  -0.15790  0.28144  -0.86627  0.236
C  1.24970  -0.13412  -1.00171  -0.199
O  2.13213  0.46767  -0.11170  0.033
C  -0.39890  -0.20440  1.61000  0.058
H  -0.62203  0.20813  -1.78223  0.179
H  1.30349  -1.21465  -0.82151  0.172
H  1.50929  0.08017  -2.04083  0.157
H  1.78451  1.34042  0.10242  0.115
H  0.21895  0.68285  1.73749  0.102
H  -1.17364  -0.29847  2.36222  0.114
H  0.33369  -1.00913  1.68180  0.119



b.
Formula: C3H7NO2
Source: OMol25
Level of theory: the ωB97M-V functional and the def2-TZVPD basis

⟨S²⟩ = 0.761
net charge = +1
spin multiplicity = 2
E_LUMO (spin up / spin down) = -4.375 / -8.118 eV
HOMO-LUMO gap (spin up / spin down) = 0.37718 / 0.23954 Eh

Last column: Löwdin charge in e.
Positions of all 13 atoms, in Å:
O  0.40574  1.23317  -1.30657  0.055
C  1.37521  1.44239  -0.62904  -0.358
O  1.38764  1.51753  0.71153  0.095
H  2.33989  1.78681  -1.01194  0.152
C  -1.07379  -1.22055  -0.04083  -0.126
C  -0.47313  -2.47659  0.03179  0.232
N  -1.54321  -0.54183  0.99237  0.217
H  -1.10841  -0.65715  -0.97020  0.132
H  -0.17490  -3.01431  -0.85516  0.105
H  -0.40376  -2.93747  1.01214  0.103
H  -2.32502  0.08091  0.81089  0.163
H  -1.63691  -1.09542  1.84062  0.149
H  0.57618  1.12996  1.03870  0.081



Most stable structure among those shown: b.